# 1
Entry from OMol25: a molecular structure, C35H35BrN6O2ReS (wB97M-V/def2-TZVPD).

```
81
Properties=species:S:1:pos:R:3:lowdin_spin:R:1
Re 0.42315 0.63006 -1.03868 2.37
O 0.69673 -1.46380 -1.86411 0.01
C 0.94149 -1.61493 -3.24341 0.00
C 2.00051 -2.37748 -3.67982 0.00
C 2.20990 -2.49835 -5.04890 0.00
C 1.37328 -1.84918 -5.94257 0.00
C 0.32081 -1.07539 -5.46961 0.00
C 0.08529 -0.94924 -4.10908 0.01
C -1.01238 -0.06956 -3.55177 0.02
O -0.47921 0.94424 -2.75158 0.16
N -1.97631 -0.82787 -2.75547 0.01
N -1.88797 -0.69246 -1.44002 0.05
C -2.61255 -1.33143 -0.61211 0.01
C -2.43502 -1.07359 0.80911 0.00
Br -1.30133 0.43697 1.10851 0.04
C -3.02108 -1.75059 1.79712 0.01
C -2.96135 -1.71105 3.25792 0.00
C -3.93572 -2.45901 3.92813 0.00
C -3.97887 -2.49993 5.31066 0.00
C -3.03471 -1.80189 6.04864 0.00
C -2.04849 -1.07288 5.39666 0.00
C -2.00636 -1.02335 4.01410 0.00
H 1.34405 -1.98836 -1.36728 0.00
H 2.65857 -2.87289 -2.97372 0.00
H 3.03257 -3.10042 -5.40918 0.00
H 1.53931 -1.94612 -7.00627 0.00
H -0.33148 -0.56262 -6.16696 0.00
H -1.55061 0.39837 -4.38130 0.00
H -2.53134 -1.56226 -3.17084 0.00
H -3.35385 -2.07283 -0.90658 0.00
H -3.69843 -2.51344 1.41561 0.00
H -4.67154 -3.00993 3.35494 0.00
H -4.74484 -3.07813 5.80882 0.00
H -3.06110 -1.83181 7.12967 0.00
H -1.30238 -0.53924 5.97074 0.00
H -1.20580 -0.46877 3.54848 0.00
C 0.73108 3.36434 2.81529 0.00
C 1.88995 2.46762 2.38565 0.00
C 1.72721 1.02015 2.78906 0.00
C 1.61170 0.71082 4.14325 0.00
C 1.56143 -0.60091 4.57827 0.00
C 1.63024 -1.63267 3.65701 0.00
C 1.71822 -1.37341 2.29385 0.00
C 1.72560 -2.54427 1.34329 0.00
C 0.30916 -2.99492 0.98057 0.00
C 1.75335 -0.03779 1.88065 0.01
N 1.88314 0.26612 0.46146 0.01
C 3.12244 0.34060 0.01496 0.02
C 3.31631 0.65518 -1.33057 0.01
C 4.41089 0.88199 -2.16637 0.07
C 3.88983 1.23014 -3.41303 0.02
C 2.50234 1.20647 -3.30542 0.06
N 2.14692 0.85032 -2.05265 0.01
H 0.63576 3.40591 3.89969 0.00
H -0.22103 3.00946 2.41401 0.00
H 0.88459 4.38393 2.46163 0.00
H 2.81773 2.83492 2.83252 0.00
H 2.03662 2.54809 1.30775 0.00
H 1.60098 1.51678 4.86646 0.00
H 1.49277 -0.82196 5.63512 0.00
H 1.61438 -2.66188 3.99540 0.00
H 2.23355 -3.37651 1.83177 0.00
H 2.32158 -2.32169 0.45080 0.00
H -0.23099 -3.28978 1.88091 0.00
H 0.31734 -3.85245 0.30385 0.00
H -0.27526 -2.19674 0.51799 0.00
H 3.94757 0.17530 0.70090 0.00
H 5.45008 0.80189 -1.88997 0.00
H 4.44584 1.47308 -4.30293 0.00
H 1.75581 1.41461 -4.05402 0.00
S 0.31693 2.97047 -0.67192 0.05
C -1.17430 3.39843 -1.47827 0.02
N -1.12085 4.48560 -2.28146 0.01
C -2.21386 4.99349 -2.88726 0.00
C -3.41062 4.36467 -2.69775 0.00
C -3.40233 3.23169 -1.87900 0.00
N -2.31608 2.76648 -1.27771 0.01
H -0.21626 4.92311 -2.41940 0.00
H -2.06845 5.87550 -3.49468 0.00
H -4.31452 4.73163 -3.15870 0.00
H -4.31967 2.68535 -1.69091 0.00
```

Output
HOMO energy (spin up / spin down): -12.68 / -12.68 eV
max |F|: 0.81 eV/Å
total charge: +2
relative energy (zero: lowest compared OMol25 entry of this formula, charge and spin): 0.0 kcal/mol
⟨S²⟩: 3.782
calculated total energy: -132892.3129 eV
spin multiplicity: 4
Kohn-Sham gap (spin up / spin down): 6.5 / 5.9 eV


# 2
Entry from OMol25: a molecular structure, C35H35N3O2P2PdS2 in a non-equilibrium geometry (wB97M-V/def2-TZVPD).

```
80
Properties=species:S:1:pos:R:3:lowdin_charge:R:1
Pd -0.35070 -0.01240 0.03740 0.60
N -0.70670 1.02610 -4.22950 0.17
C -0.41700 1.02840 -2.92640 -0.79
S -1.72390 1.18030 -1.79190 0.75
N 0.84410 0.93170 -2.57530 0.06
N 1.17150 0.98930 -1.30520 -0.03
C 2.39820 1.24220 -0.96170 -0.05
C 2.83320 1.56550 0.34150 -0.08
C 4.15360 2.02680 0.48670 -0.01
C 4.61660 2.52090 1.67720 0.02
C 3.75920 2.57350 2.79110 -0.01
C 2.47590 2.12360 2.70800 0.05
C 1.93950 1.57900 1.49280 -0.28
O 0.74620 1.17280 1.47870 -0.02
H -1.64670 1.22370 -4.53320 0.12
H 0.05000 1.11910 -4.89080 0.13
H 3.13040 1.33440 -1.76520 0.14
H 4.79430 2.03110 -0.38170 0.13
H 5.62500 2.89300 1.75160 0.13
H 4.12570 2.98730 3.71820 0.13
H 1.81050 2.17200 3.55660 0.14
C 2.64760 -3.51090 1.72130 -0.22
S 2.86960 -2.17210 0.49970 0.90
C 3.01150 -3.29550 -0.94590 -0.22
O 1.50970 -1.55540 0.36820 -0.64
H 1.76630 -4.09420 1.46900 0.04
H 2.52180 -3.06050 2.70170 0.06
H 3.53750 -4.13030 1.70590 0.06
H 3.90670 -3.89390 -0.81800 0.06
H 3.11000 -2.69750 -1.84690 0.05
H 2.13580 -3.93450 -1.01140 0.06
C -3.93290 -2.07550 -0.04610 -0.50
P -2.12860 -1.65000 -0.10640 1.01
C -1.42210 -2.69530 1.21070 -0.38
C -1.25770 -4.07410 1.16850 -0.07
C -0.69200 -4.72320 2.25390 -0.07
C -0.30920 -4.01120 3.38100 -0.08
C -0.49920 -2.63910 3.43600 -0.07
C -1.04460 -1.98010 2.35050 -0.14
C -1.69820 -2.26660 -1.76930 -0.38
C -2.62740 -2.48940 -2.78390 -0.08
C -2.19390 -2.75430 -4.07280 -0.05
C -0.84280 -2.76630 -4.37230 -0.06
C 0.08910 -2.51890 -3.37570 -0.07
C -0.33610 -2.27200 -2.08630 -0.14
P -4.81990 -1.87210 1.57210 1.01
C -4.31020 -3.31220 2.58280 -0.40
C -3.75680 -3.13710 3.84310 -0.11
C -3.41840 -4.24050 4.60920 -0.08
C -3.63700 -5.51720 4.11860 -0.07
C -4.19670 -5.69000 2.86210 -0.07
C -4.54210 -4.59500 2.09250 -0.10
C -6.52100 -2.33070 1.14020 -0.40
C -7.43860 -2.36270 2.19670 -0.10
C -8.74160 -2.76200 1.97850 -0.06
C -9.15110 -3.11740 0.69950 -0.06
C -8.24660 -3.07890 -0.35400 -0.08
C -6.94500 -2.66430 -0.14700 -0.10
H -4.01400 -3.12060 -0.36670 0.07
H -4.43480 -1.41350 -0.75900 0.05
H -1.54590 -4.63440 0.29060 0.12
H -0.54190 -5.78980 2.21730 0.12
H 0.14040 -4.52630 4.21580 0.12
H -0.21580 -2.08570 4.31690 0.12
H -1.20600 -0.89830 2.38320 0.09
H -3.68830 -2.45780 -2.59230 0.10
H -2.91880 -2.94300 -4.84900 0.12
H -0.50940 -2.96320 -5.37730 0.12
H 1.14330 -2.50600 -3.61170 0.11
H 0.39070 -2.08700 -1.30120 0.05
H -3.60010 -2.14140 4.23100 0.10
H -3.00310 -4.10480 5.59640 0.11
H -3.38930 -6.37890 4.72050 0.11
H -4.38840 -6.68430 2.48610 0.11
H -5.00390 -4.73910 1.12580 0.11
H -7.11880 -2.07380 3.18810 0.11
H -9.44480 -2.78370 2.79670 0.11
H -10.17570 -3.40540 0.51850 0.11
H -8.56080 -3.36960 -1.34550 0.11
H -6.26990 -2.63690 -0.98790 0.08
```

Output
HOMO energy (spin up / spin down): -12.21 / -12.21 eV
max |F|: 4.61 eV/Å
total charge: +2
relative energy (zero: lowest compared OMol25 entry of this formula, charge and spin): 86.8 kcal/mol
calculated total energy: -89138.5271 eV
Kohn-Sham gap (spin up / spin down): 3.1 / 3.1 eV


# 3
Entry from OMol25: a molecular structure, C35H35N6O5RhS (wB97M-V/def2-TZVPD).

```
83
Properties=species:S:1:pos:R:3:lowdin_spin:R:1
Rh -0.74965 0.17480 -0.31854 1.46
N -2.75032 4.38601 -0.28371 0.05
C -2.26898 3.13594 -0.18962 0.07
S -1.45477 2.41264 -1.45276 0.30
N -2.52965 2.57678 1.02894 0.31
N -2.19776 1.31433 1.14983 0.18
C -2.34080 0.88877 2.40324 0.08
C -2.05839 -0.39271 2.88060 0.06
C -2.17950 -0.60866 4.28457 0.01
C -1.94301 -1.82515 4.84114 0.03
C -1.58300 -2.90799 3.99885 0.05
C -1.46648 -2.75444 2.64986 0.01
C -1.68610 -1.49005 2.03204 0.08
O -1.59114 -1.39663 0.76121 0.18
H -2.51747 4.95563 -1.07622 0.01
H -3.16525 4.80105 0.53345 0.00
H -2.69317 1.63246 3.11484 0.00
H -2.46099 0.23373 4.90529 0.00
H -2.02902 -1.97229 5.90836 0.00
H -1.39711 -3.87997 4.43938 0.00
H -1.19739 -3.57974 2.00398 0.00
C 1.92211 2.87704 -2.04686 0.00
C 2.69468 1.71271 -1.49823 0.01
C 4.01426 1.87672 -1.08732 0.00
C 4.72237 0.83243 -0.51704 0.00
C 4.11681 -0.40385 -0.35736 0.00
C 2.80489 -0.60903 -0.76499 0.01
C 2.14457 -1.94510 -0.57622 0.01
C 2.10227 0.45693 -1.33937 0.02
N 0.73667 0.24981 -1.68731 0.29
C 0.32713 -0.10860 -2.92116 0.21
C 1.25728 -0.10427 -4.09549 0.03
C -0.99851 -0.55895 -3.04695 0.15
C -1.53461 -1.01278 -4.37331 0.02
N -1.74052 -0.58835 -1.93090 0.26
C -2.87944 -1.43826 -1.83345 0.02
C -2.67229 -2.82319 -1.78782 0.01
C -1.28463 -3.40027 -1.82707 0.00
C -3.77452 -3.65987 -1.67120 0.00
C -5.05692 -3.14082 -1.59241 0.00
C -5.24350 -1.76990 -1.62578 0.00
C -4.16379 -0.89993 -1.74174 0.01
C -4.39015 0.58346 -1.76548 0.00
H 2.59781 3.68903 -2.31441 0.00
H 1.21982 3.23931 -1.29401 0.00
H 1.34213 2.60673 -2.93063 0.00
H 4.48209 2.84702 -1.20543 0.00
H 5.74349 0.98296 -0.19035 0.00
H 4.66391 -1.22269 0.09474 0.00
H 2.85001 -2.66562 -0.16327 0.00
H 1.76184 -2.34212 -1.51899 0.00
H 1.29909 -1.86899 0.11394 0.00
H 2.23222 0.29123 -3.82171 0.00
H 0.85079 0.50058 -4.90884 0.01
H 1.39662 -1.11563 -4.48605 0.01
H -1.46200 -0.20889 -5.10897 0.01
H -2.57843 -1.30640 -4.28943 0.00
H -0.97173 -1.86225 -4.76771 0.00
H -0.64444 -2.90371 -1.09734 0.00
H -0.81916 -3.28551 -2.80895 0.00
H -1.31119 -4.46482 -1.59607 0.00
H -3.61945 -4.73153 -1.62999 0.00
H -5.90765 -3.80365 -1.50009 0.00
H -6.24342 -1.35725 -1.56302 0.00
H -5.45229 0.80514 -1.86510 0.00
H -3.85190 1.06171 -2.58410 0.00
H -4.02966 1.04207 -0.84316 0.00
O 0.72007 2.76443 1.00135 0.00
C 1.09966 1.68408 1.42505 0.00
O 0.53882 0.53937 1.20685 0.01
C 2.32220 1.59078 2.30742 0.00
C 2.67815 0.39330 2.91852 0.00
C 3.82836 0.31684 3.68524 0.00
C 4.60854 1.45200 3.81313 0.00
C 4.27896 2.65561 3.21587 0.00
C 3.12003 2.71765 2.46143 0.00
N 5.84358 1.37467 4.61745 0.00
O 6.53089 2.37306 4.69482 0.00
O 6.11355 0.31006 5.13665 0.00
H 2.05134 -0.47636 2.77794 0.00
H 4.12940 -0.59771 4.17366 0.00
H 4.92421 3.51150 3.34456 0.00
H 2.81956 3.63358 1.97173 0.00
```

Output
HOMO energy (spin up / spin down): -6.77 / -8.41 eV
max |F|: 0.35 eV/Å
relative energy (zero: lowest compared OMol25 entry of this formula, charge and spin): 0.0 kcal/mol
⟨S²⟩: 6.046
calculated total energy: -69881.6548 eV
spin multiplicity: 5
Kohn-Sham gap (spin up / spin down): 6.5 / 6.0 eV


# 4
Entry from OMol25: a molecular structure, C35H36BrMgN4O3PS (wB97M-V/def2-TZVPD).

```
82
Properties=species:S:1:pos:R:3:lowdin_charge:R:1
Mg 1.02269 -0.98659 -0.95346 0.56
C 1.72586 -4.04228 -1.30621 -0.19
C 0.38822 -4.02082 -0.58123 -0.19
N -0.39329 -2.84435 -0.97712 -0.09
C -1.10937 -2.96738 -2.24694 -0.13
C -0.47330 -2.19183 -3.38821 -0.24
C -1.11157 -2.04387 -4.60856 -0.01
C -0.49395 -1.28237 -5.58639 -0.04
C 0.73134 -0.69250 -5.32195 -0.01
C 1.29666 -0.88891 -4.07309 -0.25
C 2.60821 -0.23214 -3.67782 -0.13
N 2.86787 -0.27265 -2.23812 -0.09
C 4.00291 -1.11246 -1.84126 -0.18
C 3.60908 -2.57974 -1.90376 -0.19
N 2.47163 -2.82025 -1.02113 -0.09
N 0.70607 -1.63109 -3.14329 0.11
H 1.54902 -4.07342 -2.38528 0.11
H 2.28550 -4.94768 -1.04263 0.13
H 0.55606 -3.95508 0.49403 0.12
H -0.15631 -4.95016 -0.78630 0.12
H -1.01947 -2.57563 -0.23059 0.11
H -2.13321 -2.60999 -2.12517 0.13
H -1.17351 -4.02168 -2.54395 0.13
H -2.08305 -2.49000 -4.77579 0.12
H -0.97730 -1.12795 -6.54226 0.11
H 1.22361 -0.06690 -6.05464 0.12
H 2.60132 0.80097 -4.03101 0.13
H 3.42096 -0.73593 -4.21470 0.13
H 2.96830 0.65480 -1.84835 0.12
H 4.26619 -0.85102 -0.81444 0.12
H 4.87898 -0.93323 -2.47609 0.12
H 4.46940 -3.21572 -1.66734 0.13
H 3.29371 -2.82835 -2.92200 0.11
H 2.78759 -2.81732 -0.05201 0.10
O 3.26517 -1.45564 1.73806 -0.31
S 2.03963 -0.70649 1.54472 0.48
O 0.87727 -1.56078 1.23359 -0.38
O 2.12808 0.28513 0.45448 -0.36
C 1.72729 0.15448 3.06027 -0.26
C 2.72488 0.07622 4.02634 -0.05
C 2.56546 0.74284 5.23135 -0.07
C 1.41458 1.48424 5.46127 -0.06
C 0.43001 1.54607 4.48736 -0.08
C 0.56096 0.88176 3.27118 -0.32
P -0.76925 0.97408 1.98102 1.15
C -0.87290 2.78980 1.77889 -0.35
C -1.57996 3.67178 2.59388 -0.10
C -1.57044 5.03360 2.33125 -0.08
C -0.84898 5.53085 1.25403 -0.09
C -0.13816 4.66085 0.44012 -0.08
C -0.15563 3.29791 0.69635 -0.09
C -2.23885 0.54814 2.98462 -0.37
C -3.49688 1.02386 2.61331 -0.11
C -4.64483 0.56623 3.24502 -0.09
C -4.55762 -0.38734 4.24825 -0.10
C -3.31423 -0.88653 4.60959 -0.09
C -2.16634 -0.42714 3.98127 -0.09
H 3.61028 -0.50542 3.82158 0.11
H 3.33937 0.68295 5.98515 0.11
H 1.28142 2.01190 6.39660 0.11
H -0.46909 2.12137 4.67514 0.10
H -2.14574 3.29833 3.43812 0.10
H -2.12868 5.70778 2.96860 0.10
H -0.84807 6.59324 1.04643 0.10
H 0.41797 5.04140 -0.40727 0.10
H 0.37474 2.61130 0.04741 0.08
H -3.58392 1.75502 1.81884 0.10
H -5.60995 0.95652 2.94785 0.10
H -5.45281 -0.74232 4.74216 0.10
H -3.23527 -1.63714 5.38584 0.10
H -1.20448 -0.82937 4.27455 0.10
Br -4.03939 3.20269 -3.22623 0.68
C -2.64250 2.11469 -2.53364 -0.71
C -1.33212 2.37826 -2.88166 -0.15
C -0.32866 1.55427 -2.37307 -0.16
C -0.55072 0.47106 -1.51026 -0.18
C -1.90836 0.27903 -1.19820 -0.18
C -2.94916 1.06254 -1.68630 -0.15
H -1.09912 3.21145 -3.53271 0.09
H 0.68992 1.80775 -2.67475 0.08
H -2.19491 -0.50725 -0.49784 0.08
H -3.97689 0.86958 -1.40551 0.09
```

Output
HOMO energy: -7.38 eV
max |F|: 0.56 eV/Å
relative energy (zero: lowest compared OMol25 entry of this formula, charge and spin): 0.0 kcal/mol
calculated total energy: -144597.4374 eV
Kohn-Sham gap: 7.7 eV